No. 1
{"formula": "C2H3N4", "method": "ωB97M-V/def2-TZVPD", "species": ["N", "C", "N", "C", "N", "N", "H", "H", "H"], "coordinates": [[-1.4171, 0.6045, 0.0636], [-0.1275, 0.3006, 0.0360], [0.7410, 1.2728, -0.0359], [2.1046, 0.2412, -0.1763], [1.8152, -0.9318, 0.0869], [0.4819, -1.0660, -0.0342], [-1.4903, 1.5283, 0.4335], [-2.0240, -0.1841, 0.0861], [-0.0837, -1.7655, -0.4596]], "homo_lumo_gap_ev": [8.41, 6.59], "total_charge": 1, "smiles": "[NH2+]=C1N=C=NN1"}

***

No. 2
{"formula": "C12H19N2O8", "method": "ωB97M-V/def2-TZVPD", "species": ["C", "C", "O", "O", "C", "C", "C", "C", "C", "O", "C", "O", "N", "C", "C", "O", "C", "O", "O", "C", "N", "H", "H", "H", "H", "H", "H", "H", "H", "H", "H", "H", "H", "H", "H", "H", "H", "H", "H", "O", "H"], "coordinates": [[-2.4542, 0.6425, -3.6799], [-1.2128, 1.2001, -2.7129], [-1.2270, 1.0677, -1.3642], [-0.0785, 1.8313, -3.4599], [1.1648, 1.0390, -3.2583], [1.0710, -0.4799, -3.8857], [1.7376, -1.5224, -2.7976], [0.7308, -1.9874, -1.5899], [1.1848, -1.2596, -0.1723], [0.8480, -2.0596, 1.0299], [1.0053, -1.0890, 2.1588], [2.2616, -0.7501, 2.5604], [-0.1836, -0.4418, 2.8358], [-0.3975, -0.9851, 4.2524], [0.0072, 0.2644, 5.2873], [0.8980, 1.1468, 4.5191], [2.0534, 1.6050, 5.3045], [2.1128, 1.7570, 6.6295], [-1.3065, -0.5436, 2.0935], [-2.0417, 0.7422, 2.0573], [-2.3134, 2.0275, 2.1176], [-2.7197, -0.4805, -3.4465], [-2.1287, 0.7771, -4.8170], [-3.3895, 1.3195, -3.4067], [2.0195, 1.6215, -3.8528], [1.4844, 0.9975, -2.1100], [1.7791, -0.4959, -4.8361], [0.0010, -0.8013, -4.2352], [2.7463, -1.0709, -2.4128], [2.0102, -2.5101, -3.4097], [0.8872, -3.1557, -1.4190], [-0.3766, -1.7411, -1.9119], [0.6710, -0.1931, -0.0269], [2.3659, -1.1046, -0.2025], [-1.5029, -1.3474, 4.3825], [0.3571, -1.8662, 4.4065], [0.4934, -0.2476, 6.2202], [-0.9892, 0.8420, 5.5017], [3.0194, 1.9297, 4.6859], [-5.2605, 2.3265, -3.8459], [-5.3276, 2.9954, -3.1893]], "homo_lumo_gap_ev": 4.29, "total_charge": -1}

***

No. 3
{"formula": "C21H24N2O4S", "method": "ωB97M-V/def2-TZVPD", "species": ["C", "O", "C", "C", "C", "S", "C", "C", "C", "C", "C", "O", "N", "C", "C", "N", "C", "C", "C", "C", "C", "C", "C", "O", "C", "O", "C", "C", "H", "H", "H", "H", "H", "H", "H", "H", "H", "H", "H", "H", "H", "H", "H", "H", "H", "H", "H", "H", "H", "H", "H", "H"], "coordinates": [[-2.8138, -2.0379, 1.8218], [-3.5432, -0.8374, 1.7278], [-3.6722, -0.1882, 0.5418], [-4.4948, 0.9414, 0.6248], [-4.7189, 1.7461, -0.4728], [-5.7454, 3.1798, -0.4500], [-6.4449, 3.1907, 1.2247], [-4.1054, 1.4378, -1.6879], [-3.2901, 0.3353, -1.7693], [-3.0527, -0.4966, -0.6706], [-2.2230, -1.7135, -0.9533], [-2.7162, -2.8226, -1.0692], [-0.9081, -1.4833, -1.1742], [-0.2045, -0.2516, -0.9146], [0.8493, -0.4768, 0.1720], [1.7531, -1.5349, -0.2349], [2.8728, -1.6754, 0.6798], [3.7720, -0.4690, 0.6205], [4.2332, 0.1385, 1.7763], [5.0791, 1.2463, 1.7407], [5.4334, 1.7209, 0.5031], [4.9674, 1.1177, -0.6676], [4.1422, 0.0236, -0.6358], [5.4678, 1.7883, -1.7526], [6.2659, 2.8287, -1.2312], [6.2370, 2.7823, 0.1791], [1.0191, -2.7723, -0.4211], [-0.0248, -2.5751, -1.5186], [-2.8745, -2.3298, 2.8700], [-1.7639, -1.8912, 1.5485], [-3.2408, -2.8240, 1.1954], [-4.9393, 1.1391, 1.5858], [-5.6554, 3.3257, 1.9580], [-6.9943, 2.2707, 1.3998], [-7.1230, 4.0380, 1.2528], [-4.2818, 2.0641, -2.5477], [-2.8195, 0.0870, -2.7094], [-0.9062, 0.5230, -0.6037], [0.2994, 0.0682, -1.8336], [1.4259, 0.4390, 0.3153], [0.3451, -0.7215, 1.1271], [3.4429, -2.5562, 0.3664], [2.5373, -1.8436, 1.7186], [3.9353, -0.2543, 2.7369], [5.4380, 1.7134, 2.6421], [3.7779, -0.4412, -1.5355], [7.3036, 2.7096, -1.5827], [5.8767, 3.8004, -1.5760], [1.7178, -3.5550, -0.7237], [0.5166, -3.0957, 0.5094], [-0.6330, -3.4723, -1.6432], [0.4813, -2.3360, -2.4597]], "homo_lumo_gap_ev": 8.76, "smiles": "COc1cc(SC)ccc1C(=O)N1CCN(Cc2ccc3c(c2)OCO3)CC1"}

***

No. 4
{"formula": "C15H13F2N3O5S", "method": "ωB97M-V/def2-TZVPD", "species": ["C", "S", "O", "O", "N", "C", "C", "O", "N", "C", "C", "C", "C", "F", "C", "F", "C", "C", "C", "C", "C", "C", "N", "O", "O", "C", "H", "H", "H", "H", "H", "H", "H", "H", "H", "H", "H", "H", "H"], "coordinates": [[2.4663, 0.2291, -1.7048], [0.6733, 0.3684, -1.8550], [0.2403, 1.6171, -1.2950], [0.3042, 0.0874, -3.2037], [0.0288, -0.8601, -0.8629], [0.8344, -1.4546, 0.1763], [1.3925, -0.4551, 1.2003], [2.3737, -0.7408, 1.8502], [0.6774, 0.6878, 1.3120], [0.9720, 1.7923, 2.1207], [1.7842, 1.7078, 3.2477], [2.0172, 2.8343, 4.0154], [1.4425, 4.0437, 3.6690], [1.6718, 5.1318, 4.4228], [0.6335, 4.1284, 2.5410], [0.0765, 5.2989, 2.1941], [0.3961, 3.0106, 1.7669], [-1.0376, -1.5714, -1.4204], [-2.0673, -0.8451, -2.0243], [-3.1437, -1.4935, -2.6014], [-3.2311, -2.8746, -2.5695], [-2.2122, -3.5887, -1.9556], [-2.2791, -5.0311, -1.9106], [-3.2267, -5.5667, -2.4400], [-1.3815, -5.6161, -1.3429], [-1.1120, -2.9578, -1.3898], [2.7607, -0.7395, -2.0874], [2.8657, 1.0138, -2.3369], [2.7852, 0.3746, -0.6815], [1.6809, -2.0374, -0.2096], [0.1996, -2.1404, 0.7486], [-0.0039, 0.8790, 0.5852], [2.2369, 0.7684, 3.5150], [2.6440, 2.7860, 4.8911], [-0.2136, 3.0946, 0.8807], [-2.0025, 0.2308, -2.0388], [-3.9248, -0.9168, -3.0704], [-4.0639, -3.4039, -3.0047], [-0.3386, -3.5677, -0.9497]], "homo_lumo_gap_ev": 8.16, "smiles": "CS(=O)(=O)N(CC(=O)Nc1ccc(F)c(F)c1)c1cccc([N+](=O)[O-])c1"}

***

No. 5
{"formula": "C12H17N3", "method": "ωB97M-V/def2-TZVPD", "species": ["C", "C", "C", "C", "C", "C", "C", "C", "C", "C", "C", "C", "N", "N", "N", "H", "H", "H", "H", "H", "H", "H", "H", "H", "H", "H", "H", "H", "H", "H", "H", "H"], "coordinates": [[1.9862, 2.3979, -0.0101], [2.8101, 1.6755, 0.8779], [1.3398, 1.6812, -1.0271], [3.0424, 0.3690, 0.6717], [1.5574, 0.2986, -1.2189], [2.3965, -0.3789, -0.3345], [-2.2496, 1.0338, 0.3111], [-1.0512, 0.5909, 0.8115], [-2.7508, -1.3312, -0.2191], [-3.1432, 0.0143, -0.2028], [-0.6259, -0.7747, 0.8157], [2.7501, -1.8200, -0.6259], [0.4376, -1.2111, 1.3838], [-1.5071, -1.6267, 0.1889], [-4.4928, 0.4389, -0.6496], [1.9983, 3.5178, 0.1891], [3.3739, 2.2655, 1.5119], [0.7429, 2.2306, -1.7826], [3.8567, -0.1068, 1.2685], [-2.5266, 2.1100, 0.4390], [-0.3942, 1.2675, 1.2688], [-3.3208, -2.1873, -0.5947], [1.8017, -2.3779, -0.2896], [2.9146, -1.9179, -1.6587], [3.6234, -2.4066, 0.0031], [0.8439, -2.1337, 1.3811], [1.2158, -0.5766, 1.6135], [1.0243, -0.2335, -1.9725], [-1.1723, -2.5865, 0.0980], [-5.2489, 0.4490, 0.1070], [-4.8015, -0.1347, -1.3703], [-4.4308, 1.4636, -0.9844]], "homo_lumo_gap_ev": 6.99, "total_charge": 2}

***

No. 6
{"formula": "C29H20CaCl2F5N5O5S2Se2", "method": "ωB97M-V/def2-TZVPD", "species": ["Ca", "O", "C", "N", "C", "C", "C", "C", "C", "C", "N", "C", "C", "C", "C", "C", "N", "H", "H", "H", "H", "H", "H", "H", "H", "H", "H", "Se", "Se", "C", "C", "C", "C", "C", "N", "C", "C", "C", "C", "C", "N", "H", "H", "H", "H", "H", "H", "H", "H", "O", "S", "O", "O", "O", "F", "C", "C", "F", "C", "F", "C", "S", "C", "F", "C", "F", "Cl", "C", "Cl", "H", "H"], "coordinates": [[1.2110, -0.3792, 0.1681], [-1.6104, 2.7708, -1.7202], [-1.2812, 2.0444, -0.7573], [-0.7228, 0.8452, -0.8179], [-0.6609, 0.4241, -2.2033], [-0.2281, -0.9912, -2.4734], [-0.2212, -1.4209, -3.8024], [0.1698, -2.7113, -4.0866], [0.5440, -3.5523, -3.0436], [0.5149, -3.0527, -1.7586], [0.1328, -1.8008, -1.4846], [-1.5815, 2.6054, 0.6248], [-1.6982, 3.9896, 0.7580], [-2.0216, 4.5243, 1.9897], [-2.2386, 3.6619, 3.0565], [-2.1082, 2.3028, 2.8275], [-1.7901, 1.7794, 1.6458], [-0.0214, 1.0809, -2.8137], [-1.6489, 0.5284, -2.6735], [-0.5143, -0.7346, -4.5873], [0.1871, -3.0666, -5.1107], [0.8566, -4.5727, -3.2167], [0.7957, -3.6479, -0.8992], [-1.5391, 4.5965, -0.1227], [-2.1083, 5.5971, 2.1219], [-2.4942, 4.0307, 4.0423], [-2.2631, 1.5909, 3.6351], [1.6868, 3.4325, 2.8331], [2.7267, 1.3884, 3.1569], [1.1517, 0.3617, 3.5806], [0.8719, 0.0512, 4.9018], [-0.2381, -0.7412, 5.1597], [-1.0100, -1.1862, 4.1014], [-0.6454, -0.8271, 2.8126], [0.4094, -0.0480, 2.5618], [1.7488, 3.6159, 0.9125], [1.6396, 4.9210, 0.4346], [1.6152, 5.1166, -0.9311], [1.7300, 4.0137, -1.7641], [1.8487, 2.7619, -1.1906], [1.8411, 2.5554, 0.1337], [1.5091, 0.4164, 5.6944], [-0.4920, -1.0161, 6.1763], [-1.8751, -1.8146, 4.2553], [-1.2257, -1.1691, 1.9595], [1.5743, 5.7513, 1.1265], [1.5150, 6.1151, -1.3392], [1.7185, 4.1099, -2.8409], [1.9561, 1.8807, -1.8109], [5.1535, 0.2112, -1.7738], [3.9129, -0.3042, -1.2822], [3.5968, 0.0251, 0.1073], [2.7184, -0.1267, -2.0920], [4.0277, -1.9401, -1.2982], [0.5403, -5.9763, 4.8968], [-0.2058, -5.4818, 3.8835], [-1.3543, -4.7643, 4.1395], [-1.7332, -4.5515, 5.4226], [-2.1101, -4.2604, 3.0989], [-3.2255, -3.5765, 3.4440], [-1.7724, -4.4080, 1.7466], [-2.6749, -3.6888, 0.4668], [-0.6038, -5.1636, 1.5427], [-0.1760, -5.4080, 0.2918], [0.1607, -5.6823, 2.5664], [1.2737, -6.3906, 2.2987], [6.4676, -2.8358, -0.6727], [4.7151, -2.5503, -0.2578], [1.9865, -2.6993, 1.5679], [4.7041, -1.9572, 0.6494], [4.2818, -3.5266, -0.0894]], "homo_lumo_gap_ev": 5.26, "total_charge": -2}

***

No. 7
{"formula": "C5H10NP", "method": "ωB97M-V/def2-TZVPD", "species": ["C", "C", "C", "C", "C", "N", "P", "H", "H", "H", "H", "H", "H", "H", "H", "H", "H"], "coordinates": [[-2.3864, -0.2024, -0.5483], [-1.6370, 0.5419, 0.5804], [2.0572, 0.7089, -0.0680], [1.6712, 0.1696, 1.3712], [-0.9735, 0.2608, -0.6926], [1.7886, -0.6359, 0.1404], [0.5924, -1.5900, -0.5775], [-2.6742, -1.2772, -0.4198], [-3.1877, 0.2764, -1.0662], [-1.7766, 1.5932, 0.8307], [-1.2532, 0.0547, 1.4408], [1.2323, 1.2626, -0.5619], [3.0573, 0.9101, -0.4134], [2.3115, 0.1258, 2.2326], [0.5942, 0.4247, 1.6845], [-0.8460, 1.0555, -1.4904], [0.1457, -2.1099, 0.7632]], "homo_lumo_gap_ev": 8.68}

***

No. 8
{"formula": "C4H7N3", "method": "ωB97M-V/def2-TZVPD", "species": ["C", "C", "C", "C", "N", "N", "N", "H", "H", "H", "H", "H", "H", "H"], "coordinates": [[2.0314, 0.2580, 0.8494], [0.5220, 0.2514, 0.9311], [-0.1131, 0.2307, -1.2776], [-1.4353, 0.1248, -1.6546], [-2.0663, -0.7462, -0.8109], [-1.2957, -1.1792, 0.1444], [-0.1266, -0.5582, -0.1428], [2.4289, 0.7840, 1.7237], [2.4081, -0.7657, 0.8425], [2.3743, 0.7664, -0.0571], [0.1308, -0.1075, 1.8778], [0.1518, 1.2769, 0.7802], [-1.9882, 0.7395, -2.3430], [-3.0222, -1.0747, -0.8630]], "homo_lumo_gap_ev": 8.94}